--- 1 ---
Here is C6H17N3 as an isolated structure from the Open Molecules 2025 dataset. Energies are from ωB97M-V with the def2-TZVPD basis set.

M: 131.2 g mol⁻¹
HOMO: -8.048 eV

```
! wB97M-V def2-TZVPD RIJCOSX def2/J DEFGRID3
* xyz 0 1
C 1.230 1.120 0.629
C -1.701 -0.257 0.231
C -2.626 -1.407 -0.150
C -2.379 1.093 0.071
N 2.426 1.693 0.175
N 1.253 0.771 1.986
H 0.411 1.814 0.434
H -1.300 -0.422 1.234
H 1.909 -0.004 2.127
H 0.344 0.494 2.330
H 3.193 1.039 0.312
H 2.319 2.689 0.035
H -3.054 -1.265 -1.144
H -3.449 -1.476 0.567
H -2.118 -2.372 -0.125
H -2.697 1.277 -0.960
H -3.260 1.169 0.715
H -1.722 1.932 0.310
C 1.577 -0.784 -1.844
C 1.346 -0.590 -0.369
N 1.887 -1.371 0.482
H 2.257 -2.248 0.104
H -0.720 -0.384 -0.502
H 2.620 -0.580 -2.098
H 1.325 -1.808 -2.128
H 0.928 -0.124 -2.421
*
```

--- 2 ---
Here is a 2-piece molecular cluster, C6H17N3 overall from the Open Molecules 2025 dataset. Energies are from ωB97M-V with the def2-TZVPD basis set.

M: 131.2 g mol⁻¹
HOMO: -6.496 eV

```
! wB97M-V def2-TZVPD RIJCOSX def2/J DEFGRID3
* xyz 0 1
C -1.428 -1.150 0.070
C -2.755 -1.179 -0.660
C -1.338 -1.876 1.340
N -0.301 -2.105 -0.883
H -1.012 -0.143 0.069
H 0.678 -1.809 -0.898
H -0.631 -2.477 -1.774
H -2.650 -0.907 -1.712
H -3.432 -0.457 -0.201
H -3.203 -2.173 -0.608
H -0.377 -2.737 0.047
H -0.786 -1.384 2.139
H -2.264 -2.339 1.677
C 0.830 3.301 0.278
C 1.748 0.956 0.110
N 1.835 -0.386 0.542
N 2.423 1.142 -1.100
C 1.044 1.896 0.758
H 2.291 0.397 -1.773
H 2.784 -0.739 0.517
H 1.364 -0.561 1.424
H 2.298 2.053 -1.515
H 0.591 1.624 1.703
H 1.614 3.985 0.621
H 0.794 3.372 -0.813
H -0.120 3.698 0.642
*
```

What is the stability order? It is 1, 2, from most stable to least stable.

--- 1 ---
Here is a 14-piece molecular cluster, H27O14 overall from the Open Molecules 2025 dataset. Energies are from ωB97M-V with the def2-TZVPD basis set.

M: 251.2 g mol⁻¹
HOMO: -7.117 eV

```
! wB97M-V def2-TZVPD RIJCOSX def2/J DEFGRID3
* xyz -1 1
O -2.252 2.956 -1.965
H 0.176 0.727 -0.050
O 1.788 -0.407 2.140
H -2.662 1.011 2.254
H 1.495 2.991 -0.060
O 0.257 0.234 -3.358
H 0.087 2.388 0.157
H -0.663 -3.988 -1.798
O -1.396 -3.939 -1.185
H -3.199 0.359 0.053
H -1.300 -3.117 -0.694
O -2.674 0.043 0.803
H -1.469 2.369 -1.826
H 1.043 -0.206 1.509
O -2.094 0.893 3.057
H 3.292 -0.498 1.391
H -1.151 -1.751 1.224
O 4.198 -0.967 1.537
H 0.154 -1.049 -0.599
H -1.415 0.225 3.037
O 0.570 3.211 0.089
H 0.318 -0.170 -4.228
H -3.326 0.258 -4.458
O 0.450 -1.763 -1.375
H 0.702 -2.625 -1.051
H 0.464 -0.495 -2.746
O 1.922 1.165 4.479
H 2.569 1.889 4.412
H 2.539 0.509 4.042
O -1.424 -2.527 1.745
H 4.314 -1.554 0.777
H -2.214 3.199 -2.894
O -0.100 -0.110 0.338
H 2.048 0.355 -0.245
H -1.386 -2.197 2.651
O -2.590 -0.132 -3.977
H -1.711 -0.057 0.576
H -1.997 0.599 -3.719
O 2.027 1.010 -0.952
H 2.003 0.448 2.568
H 2.609 0.713 -1.661
*
```

--- 2 ---
Here is a 14-piece molecular cluster, H27O14 overall from the Open Molecules 2025 dataset. Energies are from ωB97M-V with the def2-TZVPD basis set.

M: 251.2 g mol⁻¹
HOMO: -6.414 eV

```
! wB97M-V def2-TZVPD RIJCOSX def2/J DEFGRID3
* xyz -1 1
O -0.914 0.073 -2.219
H -1.867 -0.036 -2.326
O -2.225 3.071 -0.209
H -2.808 1.696 1.580
H 0.195 1.278 -3.262
O 3.223 2.296 -0.533
H -0.108 0.619 -4.384
H -0.447 -2.006 -0.418
O -0.043 -1.143 -0.290
H 1.682 -0.349 -0.836
H 0.862 -1.067 2.835
O 2.645 -0.244 -0.741
H 2.021 -0.131 3.009
H -1.029 -1.894 3.510
O -1.610 -1.209 3.175
H -0.823 1.321 1.775
H 0.537 3.584 -1.934
O 1.767 -1.050 3.156
H -2.896 -1.380 1.629
H -1.232 -0.499 2.647
O 0.474 1.376 -4.201
H 3.275 1.380 -0.203
H -0.062 -4.282 1.744
O -2.945 -2.303 1.294
H -2.910 -2.660 2.195
H 3.175 2.129 -1.487
O 0.198 1.344 1.594
H 0.344 2.194 1.172
H -0.484 -0.686 0.453
O -0.172 3.998 -2.441
H 2.713 -0.147 0.217
H 0.894 -3.864 2.845
O -2.186 0.992 1.381
H 1.864 -1.832 -3.801
H -1.008 3.834 -1.995
O 0.073 -4.347 2.694
H -1.819 2.616 -0.957
H -0.861 -0.257 -1.259
O 2.448 -2.525 -3.377
H -2.292 2.293 0.454
H 2.351 -2.179 -2.488
*
```

What is the stability order? It is 1, 2, from most stable to least stable.

--- 1 ---
Here is one molecule with the formula C15H20N2O from the Open Molecules 2025 dataset. Energies are from ωB97M-V with the def2-TZVPD basis set.

M: 244.3 g mol⁻¹
HOMO: -7.762 eV
SMILES: O[C@@H](CN1CCCCC1)c1c[nH]c2ccccc12

```
! wB97M-V def2-TZVPD RIJCOSX def2/J DEFGRID3
* xyz 0 1
O -0.046 2.359 1.881
C -0.052 2.398 0.474
C 1.355 2.071 -0.123
N 1.808 0.706 -0.197
C 1.935 -0.012 1.052
C 2.917 -1.170 0.867
C 2.418 -2.098 -0.235
C 2.201 -1.290 -1.510
C 1.242 -0.134 -1.230
C -1.136 1.576 -0.164
C -1.587 1.778 -1.437
N -2.524 0.839 -1.766
C -2.711 0.012 -0.700
C -3.554 -1.084 -0.565
C -3.547 -1.753 0.638
C -2.729 -1.330 1.688
C -1.893 -0.244 1.561
C -1.857 0.447 0.347
H 0.152 1.458 2.157
H -0.240 3.455 0.239
H 1.385 2.475 -1.138
H 2.081 2.624 0.484
H 2.315 0.673 1.814
H 0.969 -0.432 1.389
H 3.025 -1.714 1.807
H 3.890 -0.765 0.587
H 3.136 -2.901 -0.410
H 1.471 -2.551 0.071
H 1.792 -1.923 -2.300
H 3.155 -0.884 -1.850
H 1.103 0.467 -2.132
H 0.263 -0.552 -0.940
H -1.295 2.533 -2.142
H -3.007 0.777 -2.646
H -4.192 -1.395 -1.380
H -4.187 -2.612 0.779
H -2.759 -1.869 2.624
H -1.298 0.068 2.406
*
```

--- 2 ---
Here is one molecule with the formula C15H20N2O from the Open Molecules 2025 dataset. Energies are from ωB97M-V with the def2-TZVPD basis set.

M: 244.3 g mol⁻¹
HOMO: -7.770 eV
SMILES: CCCCC/C(=N/O)c1c(C)[nH]c2ccccc12

```
! wB97M-V def2-TZVPD RIJCOSX def2/J DEFGRID3
* xyz 0 1
C 3.687 1.959 -4.279
C 3.428 1.732 -2.794
C 2.172 0.898 -2.556
C 1.913 0.665 -1.070
C 0.650 -0.164 -0.838
C 0.376 -0.423 0.620
N 1.378 -0.725 1.342
O 1.132 -0.953 2.701
C -1.009 -0.347 1.083
C -1.872 0.713 0.953
C -1.660 2.066 0.371
N -3.076 0.389 1.524
C -3.019 -0.879 2.030
C -3.984 -1.637 2.676
C -3.635 -2.913 3.067
C -2.361 -3.425 2.814
C -1.400 -2.678 2.169
C -1.721 -1.381 1.777
H 3.817 1.009 -4.792
H 4.585 2.554 -4.426
H 2.850 2.482 -4.736
H 3.321 2.697 -2.293
H 4.286 1.223 -2.350
H 2.279 -0.065 -3.060
H 1.313 1.408 -3.000
H 1.811 1.627 -0.563
H 2.760 0.146 -0.621
H 0.763 -1.132 -1.335
H -0.216 0.331 -1.281
H 2.007 -1.147 3.062
H -2.155 2.155 -0.598
H -2.072 2.830 1.030
H -0.600 2.259 0.238
H -3.865 1.010 1.589
H -4.972 -1.241 2.864
H -4.361 -3.531 3.575
H -2.130 -4.431 3.133
H -0.419 -3.081 1.975
*
```

What is the stability order? It is 1, 2, from most stable to least stable.

--- 1 ---
Here is one molecule with the formula CHN3O2 from the Open Molecules 2025 dataset. Energies are from ωB97M-V with the def2-TZVPD basis set.

M: 87.0 g mol⁻¹
HOMO: -10.319 eV
SMILES: O=c1nn[nH]o1

```
! wB97M-V def2-TZVPD RIJCOSX def2/J DEFGRID3
* xyz 0 1
O 2.195 0.167 0.087
C 1.029 0.152 -0.040
N 0.143 1.370 -0.162
N -1.058 0.956 0.156
N -1.023 -0.454 -0.023
O 0.242 -0.900 -0.053
H -1.529 -1.291 0.036
*
```

--- 2 ---
Here is one molecule with the formula CHN3O2 from the Open Molecules 2025 dataset. Energies are from ωB97M-V with the def2-TZVPD basis set.

M: 87.0 g mol⁻¹
HOMO (spin up / spin down): -9.972 / -9.973 eV
SMILES: O=NN=C=NO

```
! wB97M-V def2-TZVPD RIJCOSX def2/J DEFGRID3
* xyz 0 1
O 2.727 -0.936 0.196
N 1.652 -0.628 -0.218
N 1.272 0.639 -0.204
C 0.082 0.719 -0.020
N -0.919 0.017 -0.151
O -2.128 0.331 0.501
H -2.687 -0.142 -0.103
*
```

What is the stability order? It is 1, 2, from most stable to least stable.